(1)
{"formula": "ClH2NO", "method": "ωB97M-V with the def2-TZVPD basis set", "species": ["N", "O", "Cl", "H", "H"], "positions_angstrom": [[0.7567, -0.1599, -0.0182], [-0.3378, -0.8383, -0.0136], [-1.9086, 0.0573, -0.0070], [0.9078, 0.4180, 0.8068], [0.5819, 0.5229, -0.7681]], "forces_ev_per_angstrom": [[1.0, 3.2, -1.3], [-2.7, -3.0, 0.7], [0.5, 0.2, 0.2], [-0.1, -0.3, 0.6], [1.3, -0.1, -0.2]], "nbo_charge": [-0.3919, -0.3120, 0.0473, 0.3268, 0.3299], "energy_ha": -591.25665, "homo_energy_ev": -10.486, "smiles": "NOCl", "de_lowest_kj_mol": 69.6, "charge": 0, "multiplicity": 1, "gap_ev": 9.9, "max_force_ha_per_bohr": 0.080, "e_lumo_ev": -0.55}

---

(2)
{"formula": "C7H24IO7", "method": "ωB97M-V with the def2-TZVPD basis set", "species": ["I", "C", "O", "H", "H", "H", "H", "C", "O", "H", "H", "H", "H", "C", "O", "H", "H", "H", "H", "C", "C", "O", "O", "H", "H", "H", "H", "H", "H", "C", "C", "O", "O", "H", "H", "H", "H", "H", "H"], "positions_angstrom": [[-0.8626, -0.0305, 0.0181], [-4.0737, -1.7476, -2.0649], [-2.7034, -1.8876, -2.3914], [-4.3515, -0.6952, -1.9332], [-4.6542, -2.1473, -2.8965], [-4.3287, -2.2895, -1.1483], [-2.2061, -1.3780, -1.7255], [0.7354, -3.0199, 3.0425], [-0.4851, -2.8558, 2.3511], [0.7858, -4.0489, 3.4062], [1.6065, -2.8511, 2.3985], [0.8159, -2.3445, 3.9042], [-0.3984, -2.0877, 1.7659], [0.8489, -3.7788, -1.6334], [0.9915, -2.4079, -1.9594], [0.2166, -4.3049, -2.3583], [1.8453, -4.2215, -1.6584], [0.4371, -3.9189, -0.6298], [0.1718, -1.9586, -1.7094], [-1.6890, 4.3548, 0.4025], [-1.1171, 3.8642, 1.7021], [-1.8476, 2.7397, 2.1610], [-0.9707, 5.4979, -0.0272], [-2.7553, 4.5601, 0.5480], [-1.5947, 3.5370, -0.3264], [-1.1844, 4.6368, 2.4722], [-0.0532, 3.6307, 1.5693], [-1.6663, 2.0086, 1.5464], [-1.4901, 5.9388, -0.7029], [3.2484, 1.4989, -0.0317], [3.4860, 0.2206, -0.8175], [2.7590, -0.8763, -0.3101], [1.9975, 2.0862, -0.2465], [3.9911, 2.2543, -0.3073], [3.4006, 1.2426, 1.0272], [4.5468, -0.0405, -0.6926], [3.3076, 0.3798, -1.8835], [1.9265, -0.9837, -0.7942], [1.3140, 1.4239, -0.0668]], "forces_ev_per_angstrom": [[-0.1, 0.0, 0.0], [0.2, 0.1, 0.0], [-0.1, 0.1, 0.1], [0.0, -0.1, 0.0], [0.0, -0.1, 0.0], [-0.1, 0.0, 0.0], [0.0, -0.1, -0.1], [0.1, 0.0, 0.0], [0.2, -0.1, 0.0], [-0.1, 0.0, 0.0], [-0.1, 0.0, 0.0], [0.0, 0.0, 0.0], [-0.2, 0.1, 0.0], [0.1, 0.0, 0.0], [-0.2, 0.0, -0.1], [0.0, 0.1, 0.1], [0.0, 0.0, 0.0], [0.0, 0.0, 0.0], [0.0, 0.1, 0.0], [-0.2, -0.4, -0.3], [0.3, -0.2, 0.4], [0.1, 0.1, -0.1], [0.0, 0.3, 0.0], [0.0, 0.1, 0.0], [-0.1, 0.1, 0.0], [-0.1, 0.0, 0.0], [-0.1, 0.0, 0.0], [0.0, -0.1, 0.1], [0.1, 0.0, -0.1], [0.3, -0.2, 0.1], [0.5, 0.0, 0.2], [-0.1, 0.1, 0.0], [-0.2, 0.2, -0.1], [0.1, -0.1, 0.0], [0.0, 0.1, 0.0], [0.0, 0.1, -0.1], [-0.1, 0.0, -0.1], [0.2, -0.2, 0.1], [-0.2, 0.0, 0.0]], "nbo_charge": [-0.8880, -0.2429, -0.7602, 0.1620, 0.1625, 0.1585, 0.4895, -0.2454, -0.7484, 0.1595, 0.1716, 0.1512, 0.4955, -0.2460, -0.7524, 0.1570, 0.1684, 0.1764, 0.4908, -0.0874, -0.0771, -0.7439, -0.7251, 0.1505, 0.1704, 0.1606, 0.1762, 0.4925, 0.4620, -0.0793, -0.0871, -0.7480, -0.7461, 0.1592, 0.1512, 0.1531, 0.1636, 0.5040, 0.4913], "energy_ha": -1105.52941, "homo_energy_ev": -5.431, "de_lowest_kj_mol": 11.5, "charge": -1, "multiplicity": 1, "gap_ev": 8.4, "max_force_ha_per_bohr": 0.011, "e_lumo_ev": 3.01}